Below is a 8-piece molecular cluster, C34H81N7O9 overall, with properties calculated with ωB97M-V/def2-TZVPD.

```
! wB97M-V def2-TZVPD RIJCOSX def2/J DEFGRID3
* xyz 0 1
O 2.8794 2.2116 2.9717
O -1.1089 7.5161 1.0924
O 3.5823 -1.1748 0.0090
O -0.9283 -0.5278 -2.7019
O 2.2545 -4.7370 1.1191
O -1.9876 -1.3779 1.5437
O -3.8915 -4.4240 1.1470
O 1.3292 -2.2362 -4.9755
O 3.9421 3.9554 -1.9447
N 0.1647 -7.7152 0.8079
N 3.4645 7.2747 -0.2920
N -2.7160 -5.1958 -1.3188
N -3.5612 -0.5742 -0.4877
N -0.2099 -4.2221 -3.2730
N -0.0769 3.6013 1.3381
N -3.0866 5.8127 1.9167
C -3.6667 7.4356 3.7663
C 2.5776 -1.0109 -0.6134
C 4.4930 3.6307 -3.1801
C 1.6394 -3.6479 -4.9215
C 1.4555 -1.9741 -0.4962
C -3.0101 7.2733 2.3444
C 2.0310 2.3756 1.9070
C 0.4354 -6.3135 1.1695
C 4.3233 5.2654 -1.5815
C -3.2350 0.2971 0.5755
C -3.1206 -0.5938 1.7817
C 1.7234 -5.7858 -3.7238
C 2.0886 -1.5068 -5.9491
C 0.1644 2.6808 3.5855
C -4.2955 1.3640 0.8163
C 2.3123 0.2155 -1.4487
C 3.5251 -4.5488 1.7267
C 1.9734 5.3483 -0.6041
C -4.4536 -4.0086 -0.0990
C -3.3437 -3.9159 -1.1737
C -4.4164 -5.7367 1.4847
C 0.9197 3.2926 2.3919
C -1.5809 7.5954 2.4345
C -1.6949 -2.2309 2.6391
C 1.1227 0.3366 -2.1017
C 1.9137 -6.1129 0.8327
C 0.0041 -0.6184 -1.9597
C 0.0749 8.3118 0.7828
C 3.8950 1.2408 2.6237
C 0.2572 -1.7503 -1.0303
C 3.3467 5.8130 -0.4316
C 0.1082 -6.0323 2.6020
C -3.8478 -3.3542 -2.5437
C 1.2750 -4.2982 -3.5968
H -0.9540 -2.9251 2.2862
H 2.1882 -6.3053 -0.2223
H -4.4092 -4.2219 -3.0131
H 1.5472 1.4194 1.6835
H -4.9555 -3.0546 -0.0506
H 0.8559 2.3581 4.3313
H 2.1002 -1.9755 -6.9117
H -0.5008 3.4149 4.0733
H 3.8470 5.5061 0.5235
H 0.3693 -7.8886 -0.1220
H -0.9478 -6.1690 2.7436
H 1.6508 -2.7535 0.2295
H 2.6604 2.7500 1.0945
H 1.3789 5.7803 0.1893
H 1.5561 -6.0319 -4.7910
H 2.7853 -3.6796 -4.8092
H -3.0140 -2.9391 -3.1477
H 3.3973 0.3488 2.2562
H -4.5651 -2.5621 -2.3334
H 3.1172 7.7611 -1.1933
H -1.4827 8.6702 2.7217
H 3.4532 -3.6610 2.3854
H -1.2669 -1.6635 3.5511
H -3.2696 8.2133 4.4379
H 1.8375 -3.8826 -2.7184
H 1.7341 -0.4754 -6.0800
H 0.8254 7.9575 1.4495
H -0.0536 9.3731 0.9999
H 1.5801 5.7433 -1.4801
H -3.5189 6.5104 4.3696
H 4.3813 0.9983 3.5924
H 4.3634 -4.3310 1.0980
H 5.3290 5.2901 -1.1862
H -2.3389 0.8870 0.4069
H 0.9076 1.1671 -2.7630
H 1.2859 -6.6102 -3.1237
H 0.5988 -6.7770 3.2791
H -5.1731 -4.8231 -0.3917
H 3.8152 -5.4743 2.2665
H -1.8245 -5.1398 -1.7866
H 0.3958 8.2733 -0.2972
H -4.0000 -1.2846 1.7504
H 0.2479 -4.9992 2.9339
H 5.5739 3.4452 -3.1084
H -3.2000 -1.4595 -0.2545
H 4.4167 7.5813 -0.1998
H -2.5411 5.7659 1.0539
H 3.0965 0.9543 -1.4577
H 2.0412 4.2578 -0.5697
H -4.6053 1.8769 -0.1279
H 2.8364 -5.9315 -3.5813
H -4.2577 -6.4742 0.7060
H -3.3356 -0.1787 -1.3825
H -3.8725 2.0188 1.6002
H -3.0716 -0.0188 2.7090
H -4.7078 7.6464 3.6018
H -0.7432 -8.0884 1.0723
H -2.5698 -5.5980 -0.3954
H -2.6053 -2.8499 2.8250
H 1.2525 -4.1912 -5.7814
H 2.5570 -6.7094 1.4242
H 4.2185 5.9075 -2.4952
H -5.5257 -5.8602 1.6241
H -3.9527 -5.9835 2.4463
H -3.5027 7.8732 1.6215
H -0.0184 -5.5781 0.4923
H -0.3639 1.7525 3.2821
H 3.1750 -1.4143 -5.7521
H 3.9930 2.6769 -3.4799
H -5.2317 0.9326 1.3010
H 0.2268 4.4362 0.8995
H 4.3227 4.3486 -3.9885
H -0.9695 3.6898 1.7845
H -0.4248 -3.2407 -2.9811
H -0.8825 -4.3261 -4.0774
H 1.4846 4.1317 2.8058
H -4.0410 5.5897 1.7552
H -1.1340 6.9367 3.1622
H -0.5916 -2.4053 -0.8604
H 4.5756 1.6594 1.8586
H -2.6007 -3.1917 -0.7260
*
```

Summary:
* SMILES: O=C1C=CC(=O)C=C1.COC[C@H](C)N.COC[C@H](C)N.COC[C@H](C)N.COC[C@H](C)N.COC[C@H](C)N.COC[C@H](C)N.COC[C@H](C)N
* LUMO level: -1.041 eV



Below is a 7-piece molecular cluster, C34H81NO3 overall, with properties calculated with ωB97M-V/def2-TZVPD.

```
! wB97M-V def2-TZVPD RIJCOSX def2/J DEFGRID3
* xyz 0 1
O 0.4143 -0.1059 -0.4951
O -1.6709 -1.9068 -0.8722
O -4.4074 -7.4214 -1.1157
N -6.0856 -8.7260 -0.5867
C -4.8723 -8.5645 -1.0515
C 7.8953 0.3831 2.3849
C -5.8704 7.5072 -0.4058
C 4.1766 9.7129 2.0000
C -0.2262 2.0763 7.4253
C -5.2106 9.9007 0.4383
C -0.5168 -11.7189 -8.2779
C -4.7635 8.5077 0.0747
C -2.0041 -13.7968 -7.5462
C 2.7811 6.5268 -2.5796
C -0.7861 -13.2719 -8.3840
C -0.1589 1.0387 6.3612
C 2.4293 6.9939 -0.1712
C -5.0300 5.1821 0.3909
C 7.4925 -1.9937 1.2803
C -5.3128 6.1437 -0.8196
C 0.2294 3.4131 6.9916
C 0.3003 -0.7208 -1.7286
C -2.3012 -0.3417 6.5493
C -1.6760 -10.8052 -8.7909
C -6.4305 10.0191 1.4027
C -1.5467 -9.2935 -8.4702
C -2.8877 -0.4784 5.0607
C 2.8883 8.3475 0.2624
C 3.8347 8.2893 1.4837
C 1.7611 6.8058 -1.4906
C 7.3847 1.8080 4.4407
C -4.0947 -9.9167 -1.2652
C -0.4029 -2.0139 -1.5093
C -0.7370 -0.2939 6.7175
C -1.4324 -8.9560 -6.9730
C 6.8970 0.7673 3.4366
C 6.4529 -2.7528 2.1271
C 7.3043 -0.4086 1.2036
H 3.4875 8.7491 -0.5548
H -1.2501 2.2439 7.7593
H -0.4872 -0.5234 7.7534
H -1.1943 -13.5841 -9.3452
H 0.8515 0.8312 6.0089
H -2.4385 0.2340 4.3687
H -0.5950 -9.4326 -6.4633
H -0.2375 -1.1037 6.1857
H 7.7987 0.0472 0.3458
H 8.4839 -2.4021 1.4767
H -4.3420 10.2727 0.9816
H 6.1944 1.4027 2.8974
H 1.9758 8.9392 0.3351
H -6.6238 -9.5805 -0.6005
H -6.6500 7.3937 0.3474
H 5.5626 -2.4741 1.5635
H 8.3429 1.4526 4.8197
H -2.1866 -14.8229 -7.8655
H -3.9758 -0.4183 5.0850
H 4.6671 9.5622 2.9617
H -6.4769 7.7977 -1.2636
H -4.2761 8.2053 1.0016
H 3.3608 10.4356 1.9828
H 3.2339 6.2590 -0.1970
H -0.4937 -11.4320 -7.2266
H 6.5737 -3.8341 2.0620
H 6.2861 -0.0691 1.0135
H 5.0179 10.0680 1.4048
H -2.0718 -13.7317 -6.4603
H 7.3538 -2.3875 0.2734
H 8.7202 -0.2032 2.7898
H 4.7711 7.8462 1.1447
H -4.2551 -10.3131 -2.2679
H 8.2822 1.3062 1.9533
H -2.2925 -9.3882 -6.4617
H -0.7238 1.3379 5.4784
H -2.6265 -1.3230 6.8948
H -2.6624 -1.5087 4.7853
H -6.1532 9.6030 2.3712
H -4.5485 6.3736 -1.5620
H 7.5117 2.7693 3.9429
H 1.7913 6.6318 0.6349
H -7.3035 9.4832 1.0299
H -2.6694 -11.2091 -8.5959
H 6.7499 1.8236 5.3267
H 1.2602 3.3812 6.6386
H -0.5863 -9.0672 -8.9333
H 1.1315 7.6251 -1.8378
H 6.3079 -2.4607 3.1672
H 3.4431 7.3908 -2.6382
H -3.9591 8.5551 -0.6593
H 0.5060 -11.5625 -8.6206
H -2.7414 0.3745 7.2431
H 1.1843 5.9124 -1.2513
H -4.1554 5.3520 1.0188
H -5.2395 10.5814 -0.4125
H -0.2768 -0.1121 -2.4247
H -0.5015 -2.4227 -2.5149
H 0.3226 3.9439 7.9390
H -1.8405 -10.8756 -9.8661
H -6.0162 5.6895 -1.5174
H -1.1612 -7.9026 -6.9031
H 0.1604 -2.8482 -1.0914
H -2.3993 -8.7333 -8.8541
H 0.3363 1.8654 8.3348
H 0.1044 -13.8747 -8.2057
H -0.3305 -0.4201 0.0228
H 2.3919 6.3233 -3.5772
H -5.7795 5.1830 1.1823
H 3.4979 5.7132 -2.4684
H -1.9398 -2.8250 -0.7925
H 1.1658 -0.9179 -2.3612
H -4.5304 -10.6740 -0.6134
H -6.4874 -7.8059 -0.4761
H 3.5434 7.6359 2.3062
H -6.7102 11.0706 1.4673
H -5.1190 4.1676 0.0023
H -2.9732 -13.4468 -7.9018
H -0.3162 3.8666 6.1641
H 6.4517 -0.1495 3.8229
H -3.0437 -9.7961 -1.0024
*
```

Summary:
* energy above the lowest of the compared OMol25 structures with the same formula, charge and spin: 315.8 kJ/mol
* SMILES: CC(N)=O.CCCCCC.CCCCCC.CCCCCC.CCCCCC.CCCCCC.OCCO
* LUMO level: 0.547 eV



Below is a 11-piece molecular cluster, C34H85BF3N3O17PS overall, with properties calculated with ωB97M-V/def2-TZVPD.

```
! wB97M-V def2-TZVPD RIJCOSX def2/J DEFGRID3
* xyz 1 1
S -4.9631 0.0890 -0.5198
P 2.3973 -1.3303 -4.9015
F 3.4393 -4.3031 -5.0402
F 1.4134 -5.2052 -4.7857
F 3.0796 -5.8161 -3.4496
O 5.5402 1.0901 4.6938
O 2.4438 -4.6190 -0.9114
O -6.8226 2.9798 -2.6937
O 0.6363 -1.4757 2.9723
O -3.0037 0.3148 4.1720
O 6.3503 4.3442 5.0464
O 1.4645 2.9321 4.7801
O -5.4538 -1.3634 -1.1374
O 2.8118 -4.8807 1.4748
O -0.3413 -5.9259 5.8282
O 0.4797 -3.1780 -7.4341
O 0.7055 -5.7035 0.5542
O -6.1895 0.9225 -0.4020
O 2.0371 0.1298 -4.7051
O -4.4628 -0.1263 0.8564
O 5.4796 4.7921 -0.3576
O -9.9567 4.0986 -6.3741
N 0.4197 -3.2755 -1.1417
N 1.4844 -1.2029 -0.7412
N 0.5415 -1.5104 -2.9076
C 4.6377 1.9736 6.7356
C 3.0165 1.3571 1.6173
C -4.5672 -0.8091 5.6309
C 5.4947 0.8980 6.1113
C 2.0311 0.1542 -1.0186
C -0.9151 -1.5130 -3.1946
C 1.2697 -2.4445 -3.8157
C 1.3172 -4.2035 -7.9725
C -10.0124 3.3737 -7.5976
C 5.9274 5.4206 4.2126
C -4.0669 0.5198 5.0998
C -9.4358 1.9831 -7.4136
C -1.8063 -0.8815 -2.0392
C 6.4382 5.7953 -0.6800
C 1.4004 -4.2136 -1.8050
C 4.1492 0.9564 1.8715
C 2.5278 -4.7136 -4.0828
C -0.4304 -1.2719 3.9047
C 0.7378 -4.7277 -9.2708
C 1.0199 -6.0716 5.4357
C -9.1897 2.7361 -3.0986
C 0.8398 -1.9551 -1.5689
C 2.1134 -3.5682 -3.0757
C 1.2870 4.3413 4.6784
C -0.9225 -2.6045 4.4304
C 1.5082 1.5008 1.2066
C 6.2772 6.2338 -2.1226
C -3.6766 0.9309 -1.5624
C 1.2579 -7.4529 4.8564
C 1.2222 1.3246 -0.3344
C -3.0054 -0.0193 -2.6410
C 6.5509 5.2989 2.8364
C 1.4299 4.9903 6.0412
C -7.7978 2.2118 -3.3908
B 1.9412 -5.0638 0.3447
H -8.3941 2.0369 -7.0835
H 1.3732 -5.5077 -9.6945
H 1.3018 6.0729 5.9738
H 0.2981 4.5422 4.2529
H 0.7861 2.6017 5.3823
H -1.0956 -0.8923 -4.1299
H -0.5270 -6.6013 6.4922
H 1.0194 -8.2265 5.5911
H -9.2747 3.7840 -3.3940
H 5.0766 -0.0911 6.3056
H 1.6372 -1.5973 0.2025
H 0.4728 -5.4992 1.4848
H -3.8030 -0.7144 -3.0543
H 0.6376 -3.9202 -9.9991
H -2.6585 0.6431 -3.4912
H -1.2819 -3.2356 3.6108
H 0.6881 4.5919 6.7389
H -0.3908 -3.5658 -7.2796
H 6.5138 0.9242 6.5107
H 0.8325 -5.1253 -2.1856
H -7.7042 1.1641 -3.0855
H -1.2325 -0.7293 3.4062
H 6.2114 6.3648 4.6876
H -4.9296 -1.4401 4.8144
H -9.4034 2.6881 -2.0273
H -2.9040 1.3500 -0.8594
H -9.9871 1.4390 -6.6432
H -3.7578 -1.3551 6.1212
H -0.1104 -3.1481 4.9181
H 5.2716 6.6241 -2.2940
H -3.3506 -0.2245 3.4487
H 5.0416 2.9648 6.5192
H -1.2155 -0.2311 -1.3346
H -9.4569 3.9280 -8.3609
H 1.3599 2.2568 -0.9561
H 0.2903 -2.0156 2.2507
H 0.5218 -2.9253 -4.5236
H 6.2281 6.1154 2.1889
H 1.2060 2.5672 1.4704
H -2.2713 -1.7224 -1.4470
H 4.8390 5.3833 4.1433
H 1.2387 -5.3025 4.6920
H 6.4114 5.3870 -2.8015
H 5.9179 1.9660 4.5287
H -1.3337 -2.5463 -3.4505
H 5.0983 0.5901 2.3454
H -9.0298 4.1546 -6.1108
H 6.2734 4.3503 2.3718
H -4.8049 -2.0161 -0.7920
H 2.2656 -1.7034 -6.2710
H 3.0776 -3.0922 -2.6959
H 1.6580 -5.8999 6.3081
H 0.8120 0.8481 1.8232
H -4.2199 1.8043 -2.0439
H -0.0529 -0.6544 4.7201
H 7.0041 7.0073 -2.3792
H 2.6247 -4.0286 1.9133
H 2.2982 -7.5726 4.5463
H -7.0144 2.9070 -1.7495
H -9.4793 1.4154 -8.3457
H 2.3066 -3.7746 -8.1410
H -0.5141 -3.5224 -1.4837
H -5.3780 -0.6630 6.3474
H -9.9449 2.1569 -3.6337
H 4.5725 1.8502 7.8196
H -0.2627 -5.1387 -9.1098
H 1.4097 -5.0054 -7.2353
H 7.3128 4.3867 5.1128
H 3.1279 0.1139 -0.7129
H -1.7333 -2.4656 5.1471
H -3.6864 1.1379 5.9144
H 5.6282 4.0459 -0.9510
H 2.4138 4.7771 6.4652
H 7.4409 5.3926 -0.5040
H 3.7283 -1.5501 -4.3862
H 6.2831 6.6384 -0.0059
H 0.6105 -7.6230 3.9927
H 2.0573 0.3842 -2.1341
H -7.5796 2.2813 -4.4585
H 2.0430 4.7257 3.9912
H 0.1155 1.0653 -0.4255
H -11.0572 3.3163 -7.9058
H -4.8709 1.0664 4.5979
H 7.6429 5.3140 2.9039
H 3.6311 1.9380 6.3113
*
```

Summary:
* energy above the lowest of the compared OMol25 structures with the same formula, charge and spin: 349.0 kJ/mol
* LUMO level: -3.913 eV



Number 1: energy -2404.224806 hartree. Number 2: energy -1624.328458 hartree. Number 3: energy -3853.444481 hartree.